(1)
Entry from the Open Molecules 2025 dataset: C3H5O2 as an isolated structure at a distorted geometry (wB97M-V/def2-TZVPD).

Geometry as ORCA input:
```
! wB97M-V def2-TZVPD RIJCOSX def2/J DEFGRID3
* xyz 1 1
C 1.528 0.949 -0.177
C 1.247 -0.290 0.069
C -1.001 0.093 0.114
O -0.116 -0.784 0.131
O -1.220 1.226 0.113
H 1.098 1.963 -0.181
H 2.607 0.982 -0.261
H 1.815 -1.175 0.086
H -2.789 -1.338 -1.235
H -2.306 -0.838 -0.791
*
```

Orbital gap (eV): 8.78
HOMO energy (eV): -16.387
Maximum force (eV/Å): 3.863

Population analysis type Löwdin, resulting atomic charges in e: C 0.1206; C -0.0402; C -0.2210; O 0.1458; O 0.3556; H 0.1240; H 0.1110; H 0.1393; H 0.1944; H 0.0705


(2)
Entry from the Open Molecules 2025 dataset: a 2-piece molecular cluster, C3H5O2S2 overall at a distorted geometry (wB97M-V/def2-TZVPD).

Geometry as ORCA input:
```
! wB97M-V def2-TZVPD RIJCOSX def2/J DEFGRID3
* xyz -1 1
C -0.074 -0.286 -0.345
C -1.514 1.742 -0.013
C -1.291 0.457 -0.014
O 1.035 0.304 -0.375
O -0.145 -1.569 -0.455
S -2.537 -0.606 0.394
S 3.600 -1.188 0.120
H -0.707 2.457 -0.251
H -2.492 2.212 0.182
H 3.225 -1.451 1.264
H -1.684 -1.544 -0.177
H 2.583 -0.528 -0.329
*
```

Orbital gap (eV): 7.89
HOMO energy (eV): -4.444
Maximum force (eV/Å): 4.856

Population analysis type Löwdin, resulting atomic charges in e: C -0.6871; C -0.0668; C -0.7288; O -0.0924; O -0.1215; S 0.7416; S 0.5204; H 0.0645; H 0.0517; H -0.3131; H -0.0968; H -0.2717


(3)
Entry from the Open Molecules 2025 dataset: a 2-piece molecular cluster, C3H5O2Se overall at a distorted geometry (wB97M-V/def2-TZVPD).

Geometry as ORCA input:
```
! wB97M-V def2-TZVPD RIJCOSX def2/J DEFGRID3
* xyz -1 1
C -1.473 1.081 -0.686
C 1.028 -1.526 -0.329
C 0.121 0.994 0.781
O -1.310 0.707 -1.799
O -2.275 1.491 0.103
Se 1.829 0.119 0.460
H 0.599 -1.491 -1.363
H 1.601 -2.443 -0.226
H 0.079 -1.512 0.325
H -0.547 0.505 1.639
H 0.349 2.076 1.096
*
```

Orbital gap (eV): 6.19
HOMO energy (eV): -2.762
Maximum force (eV/Å): 2.643

Population analysis type Löwdin, resulting atomic charges in e: C -0.6448; C -0.4742; C -0.5634; O 0.0297; O -0.0275; Se 0.6553; H 0.0163; H -0.0165; H 0.0177; H 0.0223; H -0.0149


(4)
Entry from the Open Molecules 2025 dataset: a 2-piece molecular cluster, C3H5O3 overall at a distorted geometry (wB97M-V/def2-TZVPD).

Geometry as ORCA input:
```
! wB97M-V def2-TZVPD RIJCOSX def2/J DEFGRID3
* xyz -1 1
C -1.735 -2.306 0.182
C -1.268 -1.057 0.326
O -1.000 -0.239 -0.693
H -1.767 -2.954 1.048
H -2.143 -2.581 -0.784
H -1.112 -0.604 1.313
H 0.095 0.064 -0.801
O 1.065 0.973 -1.000
C 1.195 1.532 0.138
O 1.770 1.134 1.142
H 0.661 2.519 0.250
*
```

Orbital gap (eV): 8.88
HOMO energy (eV): -4.529
Maximum force (eV/Å): 1.683

Population analysis type Löwdin, resulting atomic charges in e: C -0.0475; C -0.3676; O -0.1324; H 0.0164; H 0.0326; H 0.0994; H 0.0674; O -0.1151; C -0.6020; O -0.0596; H 0.1084


(5)
Entry from the Open Molecules 2025 dataset: C3H5O3 as an isolated structure at a distorted geometry (wB97M-V/def2-TZVPD).

Geometry as ORCA input:
```
! wB97M-V def2-TZVPD RIJCOSX def2/J DEFGRID3
* xyz -1 1
C 0.575 -2.209 0.966
C 0.163 -1.421 -0.042
O -1.091 -0.988 -0.184
H 1.570 -2.622 0.922
H 0.161 -2.093 1.951
H 0.890 -0.915 -0.693
H -0.956 0.153 -0.426
O -0.598 1.365 -0.350
C -0.349 2.592 -0.661
O -0.893 3.537 -0.114
H 0.528 2.601 -1.369
*
```

Orbital gap (eV): 8.49
HOMO energy (eV): -4.179
Maximum force (eV/Å): 2.325

Population analysis type Löwdin, resulting atomic charges in e: C -0.0646; C -0.3841; O -0.1296; H 0.0048; H 0.0250; H 0.0981; H 0.0437; O -0.1021; C -0.5509; O -0.0505; H 0.1101


(6)
Entry from the Open Molecules 2025 dataset: a 2-piece molecular cluster, C3H5O3 overall at a distorted geometry (wB97M-V/def2-TZVPD).

Geometry as ORCA input:
```
! wB97M-V def2-TZVPD RIJCOSX def2/J DEFGRID3
* xyz -1 1
O -3.083 -0.440 0.949
C -2.077 0.109 0.552
C -0.797 -0.435 0.124
H -2.047 1.238 0.589
H 0.013 0.146 0.540
H -0.655 -1.517 0.118
H -0.791 -0.091 -0.951
O 1.457 0.946 -1.017
C 2.336 0.233 -0.477
O 2.274 -0.557 0.484
H 3.370 0.369 -0.911
*
```

Orbital gap (eV): 8.09
HOMO energy (eV): -4.142
Maximum force (eV/Å): 1.952

Population analysis type Löwdin, resulting atomic charges in e: O -0.0130; C -0.3686; C -0.0790; H 0.1191; H 0.0524; H 0.0888; H 0.1040; O -0.1619; C -0.6823; O -0.1389; H 0.0795


(7)
Entry from the Open Molecules 2025 dataset: a 2-piece molecular cluster, C3H5O3 overall at a distorted geometry (wB97M-V/def2-TZVPD).

Geometry as ORCA input:
```
! wB97M-V def2-TZVPD RIJCOSX def2/J DEFGRID3
* xyz 0 2
O 1.199 -2.595 -0.777
C 0.775 -1.488 -0.629
C 0.488 -0.813 0.668
H 0.558 -0.803 -1.488
H -0.569 -0.603 0.700
H 0.775 -1.484 1.485
H 1.064 0.068 0.933
O -0.360 1.939 0.804
C -1.088 1.967 -0.182
O -2.253 2.275 -0.411
H -0.589 1.537 -1.104
*
```

Orbital gap (spin up / spin down) (eV): 10.79 / 5.83
HOMO energy (spin up / spin down) (eV): -10.099 / -10.090
Maximum force (eV/Å): 2.647

Population analysis type Löwdin, resulting atomic charges in e: O 0.0633; C -0.3348; C -0.0696; H 0.1092; H 0.0716; H 0.0883; H 0.0747; O 0.0792; C -0.4842; O 0.2029; H 0.1993


(8)
Entry from the Open Molecules 2025 dataset: one molecule with the formula C3H5O3P at a distorted geometry (wB97M-V/def2-TZVPD).

Geometry as ORCA input:
```
! wB97M-V def2-TZVPD RIJCOSX def2/J DEFGRID3
* xyz 0 1
C 0.829 -1.923 -0.254
C -0.460 -1.639 0.295
C 0.319 1.830 -0.362
O -2.024 1.769 1.102
O 1.702 -1.115 -0.530
O -0.970 -0.457 0.471
P -0.740 1.092 0.977
H 0.982 -3.004 -0.421
H -1.117 -2.454 0.583
H -0.195 1.615 -1.298
H 0.367 2.901 -0.200
H 1.309 1.384 -0.363
*
```

Orbital gap (spin up / spin down) (eV): 7.69 / 7.32
HOMO energy (spin up / spin down) (eV): -9.088 / -9.007
Maximum force (eV/Å): 1.727

Population analysis type Löwdin, resulting atomic charges in e: C -0.2824; C -0.1317; C -0.1774; O -0.3402; O 0.0242; O -0.2047; P 0.7535; H 0.1155; H 0.1212; H 0.0545; H 0.0407; H 0.0269